[1]
Molecular formula: C22H47N4O6SiSn
Method: DFT, ωB97M-V/def2-TZVPD

Geometry (Å):
O 12.09629 9.14920 7.62082
H 9.01812 8.36512 7.64924
H 13.41749 10.03434 11.13905
H 10.13687 10.55257 9.72000
H 12.77693 6.08351 12.38789
H 8.34332 11.69715 7.91255
O 10.74926 11.56027 7.46062
H 13.98902 11.75290 11.48906
C 13.50332 6.46575 10.37053
H 8.08962 12.99175 6.92437
H 9.83255 5.57546 10.00483
H 7.33976 7.76220 10.04559
H 6.76613 8.21731 8.39228
C 12.08625 11.50307 10.35516
N 12.41772 6.69246 9.70508
H 7.68530 5.42534 10.59507
H 14.55735 6.39373 12.29599
H 10.95839 10.88023 4.72107
Sn 12.07532 7.13443 7.49673
H 8.71962 6.65358 6.04304
H 5.88184 5.88797 8.94041
H 10.30225 10.99139 11.39859
H 15.62040 13.40003 7.57630
C 14.70458 6.47704 9.33552
C 11.76002 12.97918 10.34754
H 9.73790 9.92042 5.63231
H 10.22017 14.17214 6.79451
C 7.38141 7.49949 8.95959
O 12.76042 11.27312 9.08610
Si 12.14661 10.75059 7.63767
C 14.91864 11.94352 5.13104
C 7.10366 5.79210 7.21496
C 15.27559 10.62421 7.17961
H 7.65079 11.34322 6.26876
H 14.93196 10.38382 8.22185
C 14.54289 13.13339 7.31533
H 14.91241 6.58810 6.25485
C 9.23606 5.36108 9.14951
H 16.38384 10.72204 7.16743
H 13.40440 7.71022 12.18634
C 10.26975 13.43001 5.98115
H 6.47815 6.45785 6.58760
H 9.05036 5.00533 6.43929
H 9.70237 4.43867 8.74131
C 7.76278 5.13856 9.54002
H 14.10383 13.98379 6.78141
C 13.55142 6.65317 11.88802
H 9.22081 11.13496 4.39686
C 9.84433 11.98358 6.31676
N 14.25359 6.64527 8.06443
H 16.52265 6.16915 8.60284
C 8.41122 11.97624 6.85666
H 9.69666 13.76250 5.12749
C 14.53465 11.81364 6.60429
N 9.48710 6.40754 8.04848
C 8.62829 5.93547 6.87628
H 16.02927 11.87865 4.92868
H 6.71636 4.74222 7.03191
H 7.38104 4.08534 9.30490
H 16.27095 5.16221 10.09097
H 9.45566 8.06216 9.32753
O 13.12234 11.42546 6.49438
C 9.98112 10.92536 5.19384
H 12.68239 13.61533 10.20342
H 11.34046 13.40907 5.72101
N 6.86549 6.07059 8.69667
C 13.10250 11.07906 11.45047
H 12.70284 10.96400 12.46116
H 11.05622 13.30141 9.55794
H 14.41785 11.22897 4.44674
C 8.87708 7.68115 8.51086
O 11.34456 7.25888 10.10893
C 16.11451 6.18159 9.66428
H 11.09039 9.53844 10.74259
H 14.62005 12.96442 4.72027
H 14.00811 13.10509 8.30518
H 15.09712 9.75966 6.55207
H 11.24912 13.32294 11.27624
C 10.82793 10.59290 10.52972
O 15.31221 6.59948 7.13044
H 16.55530 6.90463 10.37833

Forces on the atoms, in the same order (eV/Å):
-0.19 -3.84 0.07
-0.59 -0.01 0.59
0.00 1.13 0.35
-0.42 0.48 -0.91
-0.11 -0.22 -0.04
0.35 -0.48 -0.12
-0.85 -0.84 -0.38
-0.62 -0.55 -0.12
1.87 1.58 0.05
-0.68 0.69 -0.46
0.20 0.63 0.65
-0.40 -0.59 -0.88
0.00 -0.47 0.35
0.03 -1.41 -0.21
-1.92 0.97 -1.97
-0.63 -0.32 -0.31
-0.82 -0.10 -0.39
0.19 0.15 0.11
0.10 1.64 1.54
0.02 0.01 0.55
0.29 0.54 -0.01
-0.10 -0.14 0.02
-1.26 -0.15 -0.46
-3.25 -0.92 -0.69
-0.30 2.30 0.32
0.14 0.74 -0.31
-0.54 -0.65 -0.05
-0.28 0.80 0.26
-0.42 -0.96 0.99
0.08 4.09 -1.36
0.96 1.72 -1.83
-0.54 -1.36 0.00
0.80 -0.14 1.42
1.25 1.05 0.71
0.44 0.27 -0.77
1.64 0.94 2.17
-0.06 0.03 -0.29
1.40 -0.98 -2.02
-0.74 0.33 0.22
-0.15 -0.21 -0.57
1.21 -0.86 -0.22
0.38 -0.16 0.66
-0.35 0.34 0.72
-0.62 0.32 0.23
-0.83 -0.61 -1.01
0.14 -0.50 -0.31
1.49 -0.11 -0.58
0.66 -0.19 0.65
0.71 -0.41 1.00
3.00 -0.10 1.38
0.69 0.20 1.95
-0.92 -0.97 0.03
-0.13 0.28 -0.21
-1.15 -0.76 -1.66
-2.29 -1.09 0.69
0.75 0.10 -0.81
-1.11 0.01 0.49
0.64 1.15 0.16
0.73 1.42 0.69
-0.50 0.63 -0.18
0.16 0.18 0.41
-0.46 -1.04 0.90
-0.92 0.25 -0.02
-0.83 -0.88 0.31
-0.35 0.00 -0.25
2.24 0.68 -0.04
0.85 -0.66 -0.82
-0.34 0.40 -0.22
0.38 -0.67 0.05
0.26 0.07 0.80
-0.05 -0.18 -1.18
0.37 -0.59 1.35
0.31 -0.33 -1.54
0.35 0.41 0.03
0.30 -1.21 0.63
0.51 -0.31 -0.92
-0.31 -0.21 -0.26
0.60 -0.52 -0.29
0.71 0.26 0.82
-1.06 0.08 1.04
-0.12 -0.18 -0.66

## Properties
* relative energy (zero: lowest compared OMol25 entry of this formula, charge and spin): 2.252 eV
* net charge: +3
* frontier orbital gap (spin up / spin down): 2.96 / 3.66 eV
* LUMO (spin up / spin down): -13.300 / -13.254 eV

---

[2]
Molecular formula: C24H19ClIN4O4TcTe
Method: DFT, ωB97M-V/def2-TZVPD

Geometry (Å):
C -2.80896 -0.58602 -3.13241
C -1.91996 1.20062 2.13976
O -2.52379 0.25316 0.05303
C -2.98976 0.58922 4.21150
C 0.59995 -0.76087 3.69617
N 0.88436 -1.29422 0.04936
Cl 5.58680 -3.29810 0.09946
C 4.11591 0.26721 -0.96702
C -2.22674 1.99467 -4.74878
C 0.48759 -1.46789 1.40994
Tc 0.11564 1.31591 -1.79250
C 2.27232 -1.08103 -0.25066
O -0.64400 1.47095 0.19030
H -3.18159 1.86421 -5.25416
H 0.99806 -0.09857 4.45378
H -2.99922 -1.06977 -2.17762
H -3.67860 -0.66768 -3.78060
H 1.71602 0.14314 2.08638
H -3.37648 -0.34217 2.30871
H -1.92648 3.03958 -4.79943
C 3.14345 -2.13227 0.00093
H -1.45876 1.38389 -5.21643
C 1.32693 1.63166 -4.76545
O 1.96281 1.20710 -0.92594
H -0.49194 2.78134 2.24742
H -0.82119 -3.10718 0.98497
C -0.86271 -2.55783 3.06777
H 4.48177 1.20994 -1.35221
H 2.75390 -3.06855 0.38004
C 4.98434 -0.77329 -0.71658
C 2.00524 0.99987 -6.83371
C -0.34424 -1.71995 4.04171
H -1.08834 -1.24621 -0.53025
N 2.21334 0.25833 -7.70058
C 2.72734 0.16770 -0.73555
O 0.18904 -0.87769 -2.07650
C -0.43837 -2.44383 1.75047
H -3.67697 -0.03687 4.76447
C -2.82007 0.41406 2.84643
H -1.92361 -1.01079 -3.59741
C -1.70518 0.95146 0.66917
C -1.19984 2.18493 2.80713
H 6.04424 -0.66146 -0.90302
I -2.48784 1.82778 6.92702
C 1.01137 -0.62405 2.38200
Te -2.42086 1.45610 -2.68701
C -2.26191 1.57466 4.85897
H -0.81571 3.15272 4.68542
H -0.67493 -1.80882 5.06888
N 1.80472 1.93552 -5.92147
C -1.37469 2.38497 4.16726
H -1.59449 -3.31092 3.33121
C -0.06040 -1.12898 -0.88957
N 0.87899 1.48993 -3.69949
C 4.49350 -1.97566 -0.22533

Forces on the atoms, in the same order (eV/Å):
0.01 0.01 0.01
0.00 0.02 0.10
-0.01 0.16 0.08
-0.03 0.01 0.02
-0.01 0.00 0.03
0.17 -0.11 0.15
0.03 -0.03 0.01
-0.04 0.03 0.02
0.01 -0.01 0.04
-0.01 0.05 -0.04
0.05 -0.32 0.39
-0.01 0.10 -0.05
-0.08 0.13 -0.08
0.00 0.00 0.02
0.00 0.02 0.00
-0.02 -0.01 0.00
-0.01 0.02 0.01
0.00 0.00 0.01
0.01 -0.01 0.00
0.01 -0.01 0.01
0.01 0.03 -0.02
0.00 -0.01 0.04
-0.04 0.03 -0.06
-0.01 0.12 -0.06
0.00 0.00 0.00
-0.01 0.00 0.01
0.02 -0.02 -0.03
0.00 0.00 0.00
0.00 0.00 0.00
-0.01 -0.01 0.01
0.01 -0.02 -0.06
0.04 -0.01 0.04
0.08 -0.01 -0.02
-0.01 0.02 0.02
-0.02 -0.13 0.04
0.23 -0.06 -0.66
-0.03 0.02 0.01
0.00 0.00 0.00
0.00 0.06 -0.07
0.00 0.01 0.00
-0.07 -0.13 -0.05
0.00 -0.04 -0.02
0.00 0.00 0.00
0.00 -0.01 -0.05
0.01 -0.03 -0.02
-0.04 -0.03 -0.16
-0.02 -0.03 0.03
0.00 0.00 -0.01
0.00 0.01 -0.01
0.01 -0.02 0.07
0.05 0.02 0.04
0.00 -0.01 -0.01
-0.26 0.26 0.18
0.01 -0.07 0.07
-0.02 0.03 -0.01

## Properties
* relative energy (zero: lowest compared OMol25 entry of this formula, charge and spin): 0.318 eV
* net charge: -1
* ⟨S²⟩: 0.761
* frontier orbital gap (spin up / spin down): 6.58 / 6.42 eV
* multiplicity: 2
* LUMO (spin up / spin down): 1.800 / 1.801 eV

---

[3]
Molecular formula: C4H15N2O
Method: DFT, ωB97M-V/def2-TZVPD

Geometry (Å):
O 0.55023 -0.17003 2.32239
C 0.72109 -0.77709 -1.18371
N -1.52086 0.26206 0.96079
H -0.48166 0.31964 0.99288
H -2.91402 0.72286 -0.60738
H 2.72940 -0.36260 -1.45355
C -1.83638 0.30143 -0.45225
H 1.20650 -0.07438 3.03941
C 2.19460 -1.10062 -0.93854
H -1.91552 1.17993 1.50540
H -1.87288 -0.75726 -0.72711
H 1.39896 0.99695 -0.62330
H 0.17448 -1.67332 -0.82234
H -0.67394 2.19378 -0.52806
H -0.84188 1.21188 -2.05576
C -0.74274 1.14309 -0.96046
H 2.39942 -0.94922 0.16285
H -1.77654 -0.58310 1.53964
H 2.56958 -2.11791 -1.19706
N 0.54593 0.46941 -0.54740
H 0.49003 -0.49084 -2.25846
H -0.08860 -0.77738 2.76975

Forces on the atoms, in the same order (eV/Å):
-0.12 -1.09 2.03
1.25 -1.11 -1.81
-2.12 1.86 4.28
0.54 0.05 0.06
2.07 -0.64 0.13
1.33 0.86 -0.84
-3.51 -0.03 0.40
-0.03 0.21 -0.61
-0.12 -1.36 1.38
1.23 -2.87 -1.53
0.32 0.45 -0.79
-0.24 0.64 -0.09
-0.45 0.93 -0.10
-0.67 -1.27 -0.49
0.18 0.20 0.18
2.89 1.25 -1.34
-0.26 -0.25 -1.07
-0.18 1.19 -1.14
-0.55 0.82 -0.07
-2.68 1.32 1.25
0.31 -1.67 0.57
0.82 0.50 -0.40

## Properties
* relative energy (zero: lowest compared OMol25 entry of this formula, charge and spin): 2.374 eV
* net charge: +1
* frontier orbital gap: 9.62 eV
* LUMO: -3.473 eV

---

[4]
Molecular formula: C19H24O7
Method: DFT, ωB97M-V/def2-TZVPD

Geometry (Å):
O -0.77436 0.43020 -2.51097
C -2.50719 2.33376 2.08831
O 3.30553 -0.80444 -1.46704
H -3.27770 -0.70670 1.80241
H -1.96176 3.46512 1.66639
C -0.85180 1.78817 -0.43233
H -0.82204 2.89058 -0.30319
O -0.54730 -2.59449 2.20144
C 1.85761 -1.57658 0.28142
H 3.04956 0.39735 -5.09010
H -3.41856 2.61107 2.43494
C 1.17581 0.48985 -1.14406
C 2.28436 0.26833 -1.85104
O -2.10973 1.61086 -0.77450
C -2.29534 0.80866 1.43884
C 0.85064 -0.70471 -0.04948
O -4.12052 1.07017 0.13908
C -0.43110 -0.59484 0.79831
H -0.91054 0.20403 3.66642
C -1.16284 -1.23337 -0.13145
H 3.59659 2.59780 -2.01967
H -1.39268 -0.82765 -1.31912
C -0.90507 0.83048 0.80848
C 3.81248 1.83485 -2.80736
C 2.47232 0.91725 -3.22291
C -3.02061 1.14422 0.27992
H -2.36704 -1.31265 0.05416
H -0.97141 -2.48047 -0.35561
H 1.66675 1.61672 -3.29934
C -1.39162 -0.67135 3.23547
H 0.44538 2.05269 -2.07414
H 4.69218 0.93372 -2.49510
H -3.29045 0.25361 3.34390
H -1.44217 -2.74314 1.64186
O -1.66245 -1.34986 4.12678
H -0.12142 1.55318 1.61178
C 2.84017 -0.05077 -4.09548
C 3.05064 -1.50722 -0.35826
H 4.34455 2.22994 -3.73914
C 0.03094 1.30364 -1.59171
C -2.73304 -0.03730 2.47963
H 1.57667 -2.17605 0.97562
H -1.38032 -2.23018 3.93751
H -1.63816 2.45993 3.12788
C -0.44238 -1.26414 2.03880
H -1.46652 1.03983 -2.66205
H 1.80020 -0.66525 -4.25526
H 3.53710 -0.88224 -3.76325
H 0.59896 -0.96914 2.49050
O 4.18232 -2.36935 -0.00418

Forces on the atoms, in the same order (eV/Å):
2.57 1.25 0.80
8.36 3.12 1.71
-3.21 3.14 -0.33
-0.54 -1.38 1.42
-1.82 -3.67 0.05
0.71 -1.40 1.54
1.43 -0.59 0.86
-3.61 -2.79 -3.18
-2.96 5.23 -3.75
0.36 -0.72 0.43
-2.96 0.21 0.82
-0.52 -4.94 3.16
0.26 -1.62 -0.03
-7.02 -0.20 -1.79
3.29 8.40 0.34
3.40 3.69 0.14
-8.81 -0.24 -2.22
4.02 3.36 -2.87
0.48 1.18 -0.90
-10.11 -7.65 -9.33
0.46 -0.75 -0.70
1.70 -0.84 3.64
5.45 3.47 5.97
2.09 -2.83 -1.27
3.72 4.65 8.18
6.04 0.26 -1.82
2.29 0.11 0.31
-0.01 3.53 0.83
-0.45 -0.15 -1.16
2.13 12.05 -14.23
1.15 4.01 -2.65
-2.68 2.91 -0.28
-0.83 0.97 -0.19
2.69 -0.59 1.72
-3.66 -10.44 12.33
-1.90 -2.60 -1.74
-2.12 -6.08 -5.84
9.97 -6.18 0.07
-1.12 0.05 1.20
-1.43 -4.65 1.70
1.14 -4.25 0.49
-0.54 -4.39 4.48
0.13 -2.04 0.16
-2.88 -1.06 -2.75
3.58 2.87 8.32
-1.95 0.59 -0.80
2.29 0.95 -0.15
-0.45 1.65 -0.39
-1.36 -0.78 -0.53
-6.81 5.17 -1.74

## Properties
* relative energy (zero: lowest compared OMol25 entry of this formula, charge and spin): 17.469 eV
* net charge: 0
* frontier orbital gap: 8.52 eV
* LUMO: -0.283 eV

---

[5]
Molecular formula: C6H7N
Method: DFT, ωB97M-V/def2-TZVPD

Geometry (Å):
C 0.24407 -0.46837 -0.87877
C -0.69932 -0.40223 0.07260
N 0.79887 -0.67488 -3.47924
H 2.51123 0.96844 0.51384
H 0.96893 1.72891 0.49359
H -2.54717 0.39801 -0.55671
C 0.77120 -0.45423 0.56404
H -2.42852 -1.30662 0.21921
C -2.09501 -0.17986 0.26509
H 1.58540 1.07263 2.11380
H -2.29500 0.34727 1.17088
C 0.54596 -0.54185 -2.36977
H 1.16061 -1.38829 0.91071
C 1.47876 0.90107 0.96076

Forces on the atoms, in the same order (eV/Å):
5.52 -0.60 -7.49
-0.95 0.40 4.15
0.37 -0.05 -1.94
-0.88 -0.47 0.56
-0.50 0.24 0.14
0.07 -0.44 0.05
-1.69 2.26 -2.21
-0.73 2.01 0.37
-0.51 -1.64 -0.65
-0.43 -0.44 -2.16
-0.50 -0.20 0.90
-1.12 0.12 6.79
0.27 -0.45 0.30
1.10 -0.72 1.20

## Properties
* relative energy (zero: lowest compared OMol25 entry of this formula, charge and spin): 1.867 eV
* net charge: 0
* ⟨S²⟩: 2.016
* frontier orbital gap (spin up / spin down): 6.72 / 8.38 eV
* multiplicity: 3
* LUMO (spin up / spin down): 0.784 / -2.524 eV

---

[6]
Molecular formula: C5H11Cl2
Method: DFT, ωB97M-V/def2-TZVPD

Geometry (Å):
Cl 2.00747 0.95458 0.17635
H -0.12749 -0.11527 -1.05628
H 3.05854 -1.82794 0.59866
H -2.77655 1.45409 0.31715
C 1.22855 -0.61794 0.48686
H 1.15270 -0.66646 1.60055
C -0.18845 -0.66782 -0.11457
Cl -0.35324 4.21298 -1.37438
H -0.56209 1.09264 1.06605
C -1.12194 0.15021 0.75452
H 1.56477 -2.70952 0.22123
H -2.27631 0.46288 -0.94536
C -2.44391 0.46392 0.12343
C 2.10799 -1.77154 0.05371
H 0.15119 3.21652 -0.84356
H -3.26888 -0.20506 0.28971
H -0.48913 -1.69661 -0.32486
H 2.33678 -1.72966 -1.02920

Forces on the atoms, in the same order (eV/Å):
0.15 0.31 -0.21
-0.10 -0.26 -0.37
-0.27 0.18 -0.10
-0.35 0.86 0.61
-0.27 -1.16 1.24
-0.07 0.11 -0.82
0.61 0.79 0.94
-0.67 1.25 -0.67
-0.85 -1.33 0.24
0.79 1.45 -1.06
0.09 0.15 0.08
-0.05 -0.16 -0.61
0.40 -0.21 -0.18
0.33 -0.26 -0.75
0.71 -1.32 0.70
-0.25 -0.54 0.33
-0.11 0.07 0.15
-0.11 0.07 0.48

## Properties
* relative energy (zero: lowest compared OMol25 entry of this formula, charge and spin): 0.424 eV
* net charge: 0
* ⟨S²⟩: 0.753
* frontier orbital gap (spin up / spin down): 9.48 / 10.82 eV
* multiplicity: 2
* LUMO (spin up / spin down): 0.949 / -0.009 eV